9
Properties=species:S:1:pos:R:3:forces:R:3:mulliken_charge:R:1 method="wB97M-V/def2-TZVPD" energy_ev=-16054.959 e_above_lowest_ev=3.151 lumo_energy_ev=0.90 largest_force_ev_per_a=10.39
H -0.77331 -2.14520 -0.48381 0.5 -0.2 0.0 0.347
H 2.04899 0.78395 -0.21552 -1.5 0.3 -0.1 0.326
S -1.61281 0.14336 -0.26661 0.3 1.7 0.0 -0.180
O 0.73678 -0.75059 -0.32275 5.1 1.1 -2.3 -0.299
C -0.22780 1.44473 -0.00240 3.4 -9.6 -2.0 -0.458
H -0.21022 2.43257 0.15296 -0.4 3.4 0.4 0.468
C 0.93826 0.61088 -0.23949 -2.6 2.3 1.9 -0.130
C -0.38744 -1.26381 0.01208 -5.5 2.0 5.9 -0.292
H -0.51247 -1.25590 1.36555 0.7 -1.0 -3.7 0.218